The following is a DFT calculation (ωB97M-V/def2-TZVPD) of a molecular structure, C17H51LiN16O18 in a non-equilibrium geometry.

As for the total charge: -2. Its spin multiplicity is 1. Its orbital gap is 6.81 eV. As for the highest occupied orbital energy: -3.339 eV.

```
103
Properties=species:S:1:pos:R:3:forces:R:3
Li 1.7567 -2.9099 1.9313 -0.80 -0.69 0.97
C 1.1301 1.0227 0.9260 0.65 -2.79 0.44
C 0.2630 1.5644 -0.0023 1.35 1.34 0.76
C -0.7375 0.6300 -0.6873 -0.92 0.52 -1.33
O -1.5272 1.1091 -1.5273 0.11 0.29 0.12
C -0.6816 -0.7585 -0.4810 0.78 -0.18 1.32
C 0.1933 -1.3234 0.4633 0.08 0.45 -0.53
C 1.1426 -0.3629 1.2498 -1.28 1.68 -0.50
O 1.7979 -0.8387 2.2013 0.23 -1.31 -0.57
O 0.3128 -2.5576 0.6657 0.66 0.43 0.18
O 0.4473 2.8010 -0.2205 -1.20 -0.75 -1.20
H 1.9463 1.6403 1.2670 -0.10 -0.05 0.50
H -1.3219 -1.4101 -1.0583 -0.19 0.03 0.05
O 1.1704 -4.3814 3.0760 0.46 0.96 0.10
H 0.2628 -4.3566 2.7572 -0.10 -0.20 -0.04
O 1.1137 -1.4879 -2.6457 -0.19 -0.07 -0.11
H 0.6753 -2.2608 -3.0349 0.30 0.36 -0.10
H 0.5093 -1.1911 -1.9318 0.39 -0.12 -0.33
O 1.8593 -5.2841 0.1378 0.19 -0.10 -0.39
H 2.0812 -4.3675 -0.0601 -0.21 0.00 -0.07
H 2.6510 -5.7800 -0.0976 0.00 0.04 0.11
O -2.2461 -3.4315 1.0532 0.33 -0.11 -0.09
H -1.2959 -3.1680 1.0166 -0.65 -0.27 -0.10
H -2.7013 -2.7844 0.5048 -0.03 0.18 0.24
O -2.8156 3.3241 0.0880 0.34 -0.10 0.01
H -2.3037 2.7403 -0.4949 -0.07 0.20 0.15
H -2.2854 3.4160 0.9066 -0.50 0.00 -0.36
C -4.7443 -1.0173 -0.5031 1.65 1.11 3.13
O -4.2909 -0.6783 0.6002 -0.48 -0.33 -0.98
N -5.7581 -1.9147 -0.5587 -0.37 -0.31 -1.33
N -4.2320 -0.5231 -1.6522 -0.89 -0.75 -0.72
H -6.3373 -2.0372 0.2470 0.05 -0.08 0.07
H -6.0249 -2.2523 -1.4671 -0.46 -0.15 0.27
H -4.6735 -0.9077 -2.4719 0.64 0.33 -0.42
H -3.2670 -0.2177 -1.6574 0.01 0.33 -0.07
C -2.7376 1.9012 -5.3269 0.47 -1.81 0.39
O -3.0063 1.7910 -6.5215 0.11 0.41 0.36
N -3.6885 2.0513 -4.3682 -1.12 0.53 -0.24
N -1.5077 1.6209 -4.8013 1.20 0.07 -0.21
H -3.5262 2.2632 -3.3989 0.27 -0.07 -0.01
H -4.6224 2.1332 -4.7328 0.06 0.28 0.19
H -1.2401 1.6368 -3.8279 -0.74 0.20 0.23
H -0.8458 1.0889 -5.3386 -0.23 0.32 -0.51
C -0.5888 -1.6639 5.6365 0.45 -0.10 -1.41
O -0.8778 -0.4619 5.6744 0.00 -0.15 0.46
N -1.4454 -2.6552 6.0259 -0.08 -0.04 0.53
N 0.5631 -2.1305 5.0910 -0.52 0.41 0.73
H -1.3419 -3.5700 5.6271 -0.08 -0.07 0.12
H -2.2691 -2.4025 6.5354 -0.14 0.00 -0.25
H 0.7505 -3.1096 4.9110 0.08 -0.06 -0.50
H 1.1599 -1.4253 4.7038 0.23 -0.08 -0.06
C 2.0383 5.3834 2.1729 -1.22 -0.86 1.68
O 2.5939 6.1866 2.9267 -0.05 0.12 -0.96
N 0.7261 5.4460 1.8220 0.46 1.23 -0.03
N 2.5740 4.1671 1.8939 1.10 0.18 -0.05
H 0.2502 4.7216 1.3106 -0.11 0.11 -0.07
H 0.2895 6.3014 2.1140 -0.47 -0.21 -0.26
H 3.4971 4.0797 2.2851 0.03 -0.52 -0.41
H 2.1772 3.5713 1.1866 0.08 -0.01 -0.01
C 3.5898 0.0111 4.7598 0.27 -0.10 1.22
O 4.2439 0.3149 5.7624 0.01 -0.08 -0.73
N 2.3149 0.4310 4.5639 -0.65 0.35 -0.33
N 3.9880 -0.8508 3.7846 -0.31 0.43 0.28
H 1.8352 0.1599 3.7009 0.24 0.51 0.49
H 1.9183 1.0980 5.1999 0.01 -0.08 0.04
H 3.2879 -0.9333 3.0456 1.12 -0.39 -0.20
H 4.9323 -1.1777 3.8181 -0.04 -0.15 -0.29
C 1.0874 4.7139 -3.6818 -3.22 0.28 0.95
O 0.3720 5.6148 -3.2239 1.17 -0.32 -0.03
N 1.1567 3.4843 -3.0968 0.81 0.34 -0.54
N 1.5386 4.8149 -4.9528 0.92 0.01 -0.73
H 1.7970 2.8291 -3.5109 -0.07 -0.27 0.35
H 0.7560 3.3404 -2.1759 0.05 0.12 0.13
H 1.3861 5.7141 -5.3706 0.18 -0.04 -0.06
H 2.2016 4.1748 -5.3509 0.01 0.08 -0.03
C 4.0672 1.3650 -1.9851 0.18 -0.69 -1.50
O 5.1092 1.0269 -2.5532 -0.28 0.16 0.73
N 2.8445 0.9111 -2.4147 0.36 0.38 0.01
N 3.9861 2.2257 -0.9510 -0.02 -0.10 -0.01
H 2.7974 0.1212 -3.0321 -0.17 -0.08 0.09
H 2.0078 1.3654 -2.0996 -0.19 -0.46 0.17
H 4.8343 2.6598 -0.6412 -0.23 0.23 0.16
H 3.0558 2.4469 -0.6393 0.26 0.45 0.47
C -2.1446 2.5579 3.3951 -0.32 0.25 -1.02
O -2.2284 3.6341 2.7849 -0.36 -0.47 0.81
N -0.9691 1.9122 3.4681 1.82 -0.31 0.00
N -3.1809 1.8658 3.9464 -0.19 -0.35 0.67
H -0.1639 2.3490 3.0518 -0.27 0.37 -0.15
H -0.7128 1.0711 3.9615 -0.85 -0.19 0.40
H -3.0100 0.9399 4.3017 0.24 0.02 -0.02
H -4.1509 2.0966 3.8686 0.15 0.58 -0.43
C 0.7649 -5.9972 -3.1605 -0.21 -0.69 -0.20
C -0.1698 -4.8568 -3.5714 -0.19 -0.90 1.07
C -0.6628 -4.1888 -2.3417 -0.44 1.61 0.44
O 0.4776 -3.8436 -4.3666 -0.40 -1.04 -0.03
H 1.0628 -6.5936 -4.0285 0.66 0.32 0.00
H 0.3272 -6.7572 -2.5034 -0.79 0.34 -0.12
H 1.5594 -5.6539 -2.4964 0.39 0.31 -0.68
H -1.0891 -5.2270 -4.0448 0.42 -0.19 -0.62
H -1.2413 -4.7719 -1.6281 0.17 -0.36 -0.19
H -1.3185 -3.3816 -2.6947 0.00 0.10 0.34
H 0.1703 -3.7326 -1.8056 -0.09 -0.08 0.23
H 0.5806 -4.2536 -5.2320 0.25 0.35 -0.08
```
Forces are in eV/Å.

Here are the Löwdin charges for atoms 1 to 8, given in e: atom 1 (Li): 0.652, atom 2 (C): -0.012, atom 3 (C): -0.346, atom 4 (C): -0.325, atom 5 (O): -0.017, atom 6 (C): -0.027, atom 7 (C): -0.311, atom 8 (C): -0.272